# 1
Below is C10H24FeN5O3 as an isolated structure at a distorted geometry, with properties calculated with wB97M-V/def2-TZVPD.

The value obtained for the LUMO energy (alpha / beta) is -5.6 / -6.3 eV. Its HOMO-LUMO gap (alpha / beta) is 8.970 / 9.606 eV. As for the HOMO energy (alpha / beta): -0.5370 / -0.5860 hartree. As for the calculated total energy: -58724.54619 eV.

ORCA input file:
```
! RIJCOSX wB97M-V def2-TZVPD def2/J DEFGRID3
* xyz 2 6
C 1.62242 4.42257 -1.04941
H -3.34374 -1.03977 0.27533
H -3.68163 1.37522 -0.71011
O 2.74261 0.60836 2.76092
H -2.74833 0.47948 -2.97906
H 1.24115 4.59135 -0.03858
H -1.82299 1.31002 0.93822
C -1.63676 -1.56443 1.51056
C 1.49995 3.02352 -1.46395
N 2.93547 -0.24946 0.62864
N -1.98509 0.54854 0.28814
C -2.65777 1.04868 -0.91582
H -3.61319 -0.61596 -1.92755
H -1.16114 -1.12018 2.38527
H 1.02195 5.00961 -1.75457
H 2.64780 4.77249 -1.13891
N 2.32152 -0.41620 -0.62733
C -2.66033 -0.56215 0.97153
H -2.09461 1.91335 -1.27375
C -0.79800 -2.82123 -0.51671
H -1.76914 -2.99310 -2.40449
O 1.03655 0.61926 1.37197
H 0.23513 -2.18348 1.09778
C -1.80088 -2.31757 -1.54866
N -1.52627 -0.92506 -1.96615
H 4.81869 0.72543 2.45378
H 4.22933 0.58028 4.12004
H 0.16266 -2.98488 -1.01100
H -2.80606 -2.38023 -1.13971
O 0.70283 2.16941 -1.22313
H 2.48968 -1.36050 -0.95688
H 2.73688 0.22838 -1.29530
N -0.55455 -1.85124 0.55661
H 4.21111 -0.84772 3.06973
H 3.92007 -0.44282 0.72668
C -2.70045 -0.02733 -2.01643
C 2.20862 0.34531 1.60381
C 4.09087 0.23545 3.10167
H -1.06754 -0.93974 -2.86865
H -1.15019 -3.78369 -0.13113
H -2.15517 -2.47713 1.81993
H -3.26510 -0.21141 1.80958
Fe 0.12365 0.10853 -0.53291
*
```

---

# 2
Below is C5H10NO as an isolated structure at a distorted geometry, with properties calculated with wB97M-V/def2-TZVPD.

The value obtained for the LUMO energy is -8.9 eV. Its HOMO-LUMO gap is 5.496 eV. As for the HOMO energy: -0.5303 hartree. As for the calculated total energy: -8871.00990 eV.

ORCA input file:
```
! RIJCOSX wB97M-V def2-TZVPD def2/J DEFGRID3
* xyz 1 1
H 0.05534 -0.23686 -1.94770
C 0.60943 -0.24443 2.31858
H 2.00238 0.98801 -0.36233
H -2.03683 0.68042 -1.88188
N 0.62713 -1.39846 0.14862
H -0.48898 -1.45179 -0.55235
H -0.01318 1.62467 -2.03969
C 0.90297 0.96656 -0.06250
H 0.66689 1.89952 0.40107
C 0.71918 -0.24420 0.87397
H 0.67839 0.72731 2.91164
C -1.57346 0.27361 -1.00168
H 0.76631 -2.19193 0.63654
C -0.02129 0.67713 -1.32729
H 0.68377 -1.25400 2.82905
H -2.04928 0.37052 -0.05337
O -1.52876 -1.18608 -0.89066
*
```

---

# 3
Below is C6H19AlBrCl2FKMgN5NaO5P2S2 as an isolated structure at a distorted geometry, with properties calculated with wB97M-V/def2-TZVPD.

The value obtained for the LUMO energy is -11.4 eV. Its HOMO-LUMO gap is 2.474 eV. As for the HOMO energy: -0.5106 hartree. As for the calculated total energy: -195021.12502 eV.

ORCA input file:
```
! RIJCOSX wB97M-V def2-TZVPD def2/J DEFGRID3
* xyz 3 1
H -3.60160 1.35093 3.06469
O -0.65692 0.51822 -4.30034
Na -2.71772 -2.70159 4.25208
H 2.31612 -0.97547 -1.32637
Cl 3.74725 -1.48144 -1.42101
S 0.12496 0.62337 -5.52410
H -2.78363 0.97984 5.82990
H 2.71570 -0.26855 -6.67499
H -1.43351 -1.92436 5.09370
H -4.39161 0.70215 5.07354
Mg 6.18185 -0.16754 -7.42706
H 4.25179 -1.01159 -6.76600
H 3.95790 0.42157 -7.59781
H -3.24797 -0.64235 5.18546
H 3.24138 -1.00082 -8.11318
O 1.48229 0.09681 -5.31739
C -1.64824 2.01235 3.67590
N 0.72449 -1.05359 3.83427
N 3.54353 -0.46600 -7.29272
C -2.29546 -0.38187 2.75249
N -0.76964 -0.02094 0.90018
C 0.51342 -0.10190 0.55054
H -0.94728 2.06575 2.81665
Br 4.22596 2.57819 -2.89860
H 0.54933 -2.09158 6.14786
F -4.40357 -1.67376 2.16377
O -0.57332 -0.22221 -6.63919
P 1.29843 0.20735 -1.07726
H -2.99291 -0.42131 1.87688
Al 3.91944 3.51969 0.55485
N 1.26732 -0.50702 1.59767
O 0.18319 1.99033 -5.97878
K -2.27602 -1.92604 -7.21962
P -0.20146 -1.25527 5.27183
H -2.50842 -1.33037 3.27526
N -0.91839 -0.36979 2.19233
H -1.53054 0.24308 0.27287
C 0.33848 -0.65679 2.59227
H 1.73035 -1.20320 3.93399
C -2.73090 0.89691 3.57844
C -3.31431 0.46764 5.00987
H -1.04698 1.99758 4.60330
Cl 0.42625 -1.82018 -6.92434
O -0.33139 0.01422 5.99542
H 0.36207 0.14611 -2.16124
H -2.19141 2.98220 3.68097
S 2.41172 1.86122 -1.11698
*
```

---

# 4
Below is C6H9N in the gas phase, with properties calculated with wB97M-V/def2-TZVPD.

As for the SMILES: CC#CC[C@H]1CN1. The value obtained for the LUMO energy is 1.1 eV. Its HOMO-LUMO gap is 10.357 eV. As for the HOMO energy: -0.3409 hartree. As for the calculated total energy: -7855.25132 eV.

ORCA input file:
```
! RIJCOSX wB97M-V def2-TZVPD def2/J DEFGRID3
* xyz 0 1
C 1.63086 0.38934 0.70637
H 1.75148 2.02070 2.03532
C 0.95317 -0.38603 0.08016
H -2.81863 0.36957 0.69844
C 2.41692 1.33676 1.49728
H 3.03741 0.82004 2.23622
H 0.16933 -2.31790 -0.16652
H 3.07869 1.93521 0.86419
C -1.43333 -0.91465 -0.45633
H -2.11151 -1.75851 -0.33436
N -1.88584 0.18880 -1.29620
H -2.82928 0.01788 -1.63016
C -1.87545 0.35751 0.15440
C 0.03507 -1.31378 -0.59026
H 0.27708 -1.38154 -1.65806
H -1.12434 1.05380 0.51512
*
```